The following is a quantum chemistry calculation of a cluster of 3 separate species, C15H40FN4O2S in total, from OMol25.

```
63
Properties=species:S:1:pos:R:3:forces:R:3
H 3.609 -0.830 0.644 -0.04 0.08 0.03
H 2.234 -1.174 2.645 -0.05 0.01 -0.01
H -0.346 0.262 1.372 0.00 0.01 -0.02
H 2.973 -2.706 2.225 0.00 -0.01 -0.02
H -1.146 -1.391 4.271 -0.01 -0.01 0.01
O 6.438 0.842 -4.188 0.22 -0.41 0.01
H 2.558 1.695 -8.125 -0.08 0.14 0.06
C 1.488 0.728 0.275 -0.17 0.24 0.04
H -5.578 0.908 2.673 -0.01 -0.02 0.06
H 3.574 0.424 -2.458 -0.16 0.07 0.14
H 1.042 0.586 2.410 -0.05 -0.07 0.00
H -2.954 -1.417 2.488 -0.02 0.07 -0.02
H -7.026 -0.547 4.419 0.01 0.01 -0.03
H -4.139 0.448 1.826 0.06 -0.05 0.03
H 2.305 1.299 -5.049 0.29 0.07 0.22
C -4.519 0.685 2.824 -0.13 0.14 -0.07
C -1.940 -0.642 4.227 0.09 -0.04 -0.13
H -0.093 -1.639 0.216 0.06 0.05 0.03
C -6.383 0.079 5.039 0.00 -0.01 0.03
H -4.898 -1.404 5.433 0.06 -0.02 -0.03
H 1.079 1.331 -0.540 -0.04 -0.08 -0.03
C 0.547 -1.363 -0.633 -0.06 0.06 -0.03
N 3.996 0.769 -3.338 0.00 -0.49 0.35
H -4.325 0.244 5.623 0.00 -0.01 0.00
H -4.209 2.824 2.795 -0.02 0.00 0.01
H 2.351 -0.967 -6.960 0.26 -0.11 0.01
H -0.749 0.289 -1.271 0.06 -0.01 0.10
F 5.908 0.004 -1.975 0.11 -0.11 -0.03
H 1.254 0.524 -8.248 0.03 0.07 -0.08
H 3.776 0.073 -6.989 0.02 -0.01 0.00
C 0.554 0.868 1.480 0.07 0.06 0.08
H 0.342 -0.330 -2.512 0.00 0.03 0.00
O 5.679 2.370 -2.377 0.04 -0.04 0.43
C 2.693 -1.416 0.521 0.11 -0.19 0.09
H -1.091 -1.238 -2.044 0.04 -0.09 0.06
H -2.144 -0.324 5.249 -0.03 0.01 0.00
H -3.348 -2.239 3.971 -0.05 0.03 0.05
H -4.037 2.127 4.401 -0.02 -0.01 0.00
H -2.754 1.932 3.204 0.01 -0.02 0.08
C -3.835 1.957 3.343 0.05 0.00 -0.10
H 0.239 1.907 1.586 0.00 0.00 -0.03
N -4.429 -0.519 3.631 0.08 -0.01 -0.06
H -6.748 0.031 6.065 0.00 0.00 0.00
H 2.454 1.187 0.508 0.05 -0.11 0.07
H 1.279 -2.429 1.847 0.00 0.00 -0.01
N 1.739 -0.615 -0.239 0.35 0.06 -0.41
H 3.601 -1.031 -3.998 0.23 -0.13 -0.11
S 5.743 1.119 -3.010 -0.30 0.69 -0.49
H 1.741 -0.353 -4.840 -0.19 0.24 0.00
C 2.568 0.252 -5.216 -0.32 -0.33 -0.34
C -0.282 -0.617 -1.659 -0.12 0.06 -0.26
H -6.481 1.113 4.707 0.00 0.00 -0.01
H 1.247 1.653 -6.922 0.05 0.10 0.01
H 3.587 1.693 -3.514 -0.05 -0.05 -0.22
H 2.971 -2.268 -0.108 -0.08 -0.01 -0.03
C 1.902 1.048 -7.549 0.04 -0.35 0.00
H -1.549 0.209 3.670 -0.02 0.06 0.07
C -3.177 -1.245 3.546 0.06 -0.18 0.03
C -4.943 -0.408 4.985 -0.06 0.07 0.06
H 0.888 -2.303 -1.075 0.04 -0.02 0.06
N 3.785 -0.137 -4.443 -0.25 0.48 0.26
C 2.259 -1.954 1.887 0.07 0.04 0.03
C 2.721 0.029 -6.725 -0.23 0.04 0.08
```
Forces are in eV/Å.

## Properties
Net charge ... +1
M ... 359.58 g/mol
Multiplicity ... 1
Lowest unoccupied orbital energy ... -3.48 eV